<i>
A single C3H6P2 molecule, computed with wB97M-V/def2-TZVPD.

Last column: Löwdin charge in e.
Geometry (Å):
C1 2.270 -0.108 -0.150  -0.358
P1 1.240 1.181 -0.376  0.787
C2 -0.163 0.681 0.742  -0.796
P2 -1.752 1.042 -0.109  0.750
C3 -2.139 -0.523 -0.644  -0.385
H1 3.165 -0.225 -0.679  -0.039
H2 1.999 -0.856 0.532  -0.032
H3 -0.086 1.452 1.636  0.055
H4 -0.222 -0.429 0.918  0.021
H5 -1.453 -1.433 -0.453  0.023
H6 -2.860 -0.782 -1.418  -0.028

## Properties
* gap between HOMO and LUMO: 0.3404 Eh
* charge: 0
* SMILES: C=PCP=C
* LUMO: -0.06 eV



<ii>
A single C3H6P2 molecule, computed with wB97M-V/def2-TZVPD.

Last column: Löwdin charge in e.
Geometry (Å):
C1 1.432 0.885 0.536  -0.132
C2 0.022 0.409 1.010  -0.955
P1 -1.574 0.757 1.384  0.675
P2 -0.775 -1.174 0.851  0.570
C3 -1.100 -1.043 -1.051  -0.389
H1 1.724 1.794 1.061  0.059
H2 1.295 1.225 -0.440  0.037
H3 2.154 0.062 0.721  0.078
H4 -0.173 -1.536 -1.509  0.031
H5 -0.947 0.092 -1.291  0.034
H6 -2.058 -1.472 -1.272  -0.010

## Properties
* gap between HOMO and LUMO: 0.3090 Eh
* charge: 0
* SMILES: CC1=P#P1C
* LUMO: 0.09 eV



Energy comparison, zero being the most stable, in kJ/mol: <i> 65.8; <ii> 0.0.



<i>
2 unconnected molecules or ions with the total composition C2H8N2S2, computed with wB97M-V/def2-TZVPD.

Last column: Löwdin charge in e.
Geometry (Å):
H1 1.028 -1.065 -2.203  0.060
N1 1.002 -0.435 -1.364  0.079
C1 1.487 0.682 -1.675  -0.436
N2 1.377 1.773 -0.860  -0.011
H2 2.124 0.871 -2.731  0.151
H3 0.517 2.331 -0.854  0.065
H4 1.728 1.925 0.131  0.116
C2 -0.867 -1.492 1.948  -0.550
S1 -2.503 -0.881 1.504  0.352
S2 -2.202 0.960 0.399  0.286
H5 -0.171 -0.706 2.334  0.028
H6 -1.233 -2.203 2.902  0.082
H7 -0.270 -2.093 1.195  0.035
H8 -2.018 0.333 -0.726  -0.255

## Properties
* gap between HOMO and LUMO: 0.3432 Eh
* charge: 0
* SMILES: [H]/N=C/N.CSS
* LUMO: 0.36 eV



<ii>
2 unconnected molecules or ions with the total composition C2H8N2S2, computed with wB97M-V/def2-TZVPD.

Last column: Löwdin charge in e.
Geometry (Å):
H1 1.649 -3.414 1.181  0.025
N1 1.599 -2.715 1.906  0.039
C1 2.515 -1.838 1.795  -0.409
N2 3.149 -1.378 2.913  0.069
H2 2.772 -1.352 0.848  0.110
H3 2.779 -1.826 3.740  0.088
H4 3.250 -0.382 3.030  0.083
C2 -2.854 0.211 -1.863  -0.487
S1 -2.082 1.597 -0.997  0.346
S2 -0.037 1.242 -1.092  0.273
H5 -2.128 -0.039 -2.637  0.014
H6 -3.727 0.579 -2.388  0.027
H7 -2.943 -0.697 -1.283  0.030
H8 0.077 0.051 -0.477  -0.208

## Properties
* gap between HOMO and LUMO: 0.3375 Eh
* charge: 0
* SMILES: [H]/N=C/N.CSS
* LUMO: 0.44 eV



Energy comparison, zero being the most stable, in kJ/mol: <i> 97.6; <ii> 0.0.



<i>
A single CHClN2O2S molecule, computed with wB97M-V/def2-TZVPD.

Last column: Löwdin charge in e.
Geometry (Å):
N1 3.504 -2.061 0.145  0.082
C1 2.963 -1.070 0.310  -0.222
S1 1.593 0.413 0.212  0.555
O1 1.549 1.003 1.469  -0.292
O2 1.816 1.150 -0.975  -0.249
N2 0.314 -0.737 0.026  -0.582
Cl1 -0.390 -1.216 1.534  0.610
H1 -0.421 -0.084 -0.447  0.099

## Properties
* gap between HOMO and LUMO: 0.4005 Eh
* charge: 0
* SMILES: N#CS(=O)(=O)NCl
* LUMO: -0.71 eV



<ii>
A single CHClN2O2S molecule, computed with wB97M-V/def2-TZVPD.

Last column: Löwdin charge in e.
Geometry (Å):
C1 -0.976 -0.862 -0.771  -0.396
N1 -1.678 -1.752 -0.583  0.119
N2 0.268 0.802 0.648  -0.509
O1 1.738 -1.291 0.779  -0.660
O2 -0.793 1.592 -1.513  -0.427
S1 0.099 0.611 -1.178  0.905
Cl1 0.540 -0.629 1.518  0.924
H1 0.801 1.528 1.100  0.044

## Properties
* gap between HOMO and LUMO: 0.3362 Eh
* charge: 0
* LUMO: -0.70 eV



Energy comparison, zero being the most stable, in kJ/mol: <i> 0.0; <ii> 327.5.



<i>
A single C5H6N4 molecule, computed with wB97M-V/def2-TZVPD.

Last column: Löwdin charge in e.
Geometry (Å):
C1 -1.544 1.805 -0.059  -0.192
N1 -1.591 1.195 1.104  0.112
C2 -0.602 0.158 1.018  -0.275
N2 0.329 0.045 1.856  0.016
N3 1.358 -0.506 1.393  -0.062
C3 1.340 -0.411 -0.226  -0.143
C4 0.379 -1.439 -0.865  -0.016
C5 -0.090 -0.026 -0.428  -0.273
N4 -0.690 1.249 -0.925  0.089
H1 -2.321 2.414 -0.270  0.094
H2 1.656 -1.514 1.642  0.159
H3 2.260 -0.027 -0.621  0.120
H4 0.402 -2.402 0.026  0.183
H5 0.366 -1.708 -1.924  0.082
H6 -1.252 1.166 -1.720  0.106

## Properties
* gap between HOMO and LUMO: 0.3082 Eh
* charge: 0
* SMILES: C1=NC2=NN[C@H]3C[C@@]23N1
* LUMO: 0.47 eV



<ii>
A single C5H6N4 molecule, computed with wB97M-V/def2-TZVPD.

Last column: Löwdin charge in e.
Geometry (Å):
H1 2.466 -2.776 0.096  0.041
N1 1.745 -2.083 0.011  0.070
N2 2.221 -0.912 0.020  0.008
C1 1.370 0.163 -0.034  -0.339
N3 1.872 1.432 0.003  0.119
C2 0.822 2.210 0.015  -0.192
N4 -0.339 1.523 -0.047  0.108
C3 -0.021 0.179 -0.080  -0.190
C4 -0.994 -0.903 -0.127  -0.111
C5 -2.305 -0.718 0.076  0.014
H2 0.849 3.299 -0.018  0.123
H3 -1.313 1.824 0.003  0.155
H4 -0.653 -1.950 -0.231  0.092
H5 -2.689 0.247 0.344  0.037
H6 -3.032 -1.536 -0.030  0.065

## Properties
* gap between HOMO and LUMO: 0.3068 Eh
* charge: 0
* SMILES: [H]/N=N/c1nc[nH]c1C=C
* LUMO: -0.17 eV



<iii>
A single C5H6N4 molecule, computed with wB97M-V/def2-TZVPD.

Last column: Löwdin charge in e.
Geometry (Å):
C1 1.193 -1.153 -0.595  -0.111
C2 0.168 -1.509 -1.520  -0.036
C3 -0.904 -0.613 -1.341  -0.176
N1 -1.352 -0.192 -0.198  0.014
N2 -2.059 0.745 0.262  -0.022
N3 -1.658 1.469 1.166  0.027
C4 -0.295 1.232 1.658  -0.257
N4 0.134 0.000 1.187  0.034
C5 1.112 -0.238 0.393  -0.219
H1 2.121 -1.519 -0.841  0.070
H2 0.542 -1.763 -2.608  0.144
H3 -1.145 -0.070 -2.292  0.134
H4 0.415 2.000 1.328  0.108
H5 -0.359 1.246 2.770  0.128
H6 2.088 0.364 0.630  0.161

## Properties
* gap between HOMO and LUMO (spin up / spin down): 0.2765 / 0.2765 Eh
* charge: 0
* SMILES: C1=C\C=N\N=N/C/N=C/1
* LUMO (spin up / spin down): -0.29 / -0.29 eV



Energy comparison, zero being the most stable, in kJ/mol: <i> 367.9; <ii> 0.0; <iii> 414.1.



<i>
A single C4H5O2P molecule, computed with wB97M-V/def2-TZVPD.

Last column: Löwdin charge in e.
Geometry (Å):
C1 -0.487 -0.245 -1.255  -0.115
C2 -0.585 1.063 -0.701  -0.127
C3 -0.333 1.407 0.565  -0.175
O1 0.228 0.609 1.596  -0.396
P1 1.403 -0.474 1.421  0.918
O2 0.670 -1.627 0.433  -0.368
C4 0.029 -1.381 -0.742  -0.199
H1 -0.673 -0.353 -2.317  0.099
H2 -0.846 2.008 -1.279  0.130
H3 -0.511 2.472 0.751  0.110
H4 0.975 -1.110 2.749  -0.001
H5 0.129 -2.369 -1.222  0.127

## Properties
* gap between HOMO and LUMO: 0.3402 Eh
* charge: 0
* SMILES: c1cco[pH]oc1
* LUMO: 0.85 eV



<ii>
A molecular structure, C4H5O2P, computed with wB97M-V/def2-TZVPD.

Last column: Löwdin charge in e.
Geometry (Å):
C1 -0.745 1.140 1.158  0.055
C2 0.083 0.259 0.605  0.028
C3 -1.159 1.539 -0.259  -0.415
C4 -0.334 0.390 -0.914  -0.023
O1 -1.806 2.443 -0.650  0.140
O2 1.256 -1.133 1.364  -0.555
P1 1.475 -2.347 0.503  0.623
H1 -0.981 1.629 2.150  0.142
H2 0.305 0.928 -1.622  0.121
H3 -0.697 -0.585 -1.200  0.081
H4 2.263 -1.878 -0.696  -0.090
H5 0.339 -2.385 -0.440  -0.106

## Properties
* gap between HOMO and LUMO (spin up / spin down): 0.2955 / 0.2955 Eh
* charge: 0
* LUMO (spin up / spin down): -1.02 / -1.02 eV



Energy comparison, zero being the most stable, in kJ/mol: <i> 0.0; <ii> 366.4.



<i>
A single C9H12N2O molecule, computed with wB97M-V/def2-TZVPD.

Last column: Löwdin charge in e.
Geometry (Å):
C1 -2.603 -0.886 0.540  -0.046
C2 -3.004 0.461 0.300  -0.161
N1 -2.163 1.306 -0.256  0.061
C3 -0.991 0.906 -0.813  -0.118
C4 -0.504 -0.342 -0.636  -0.259
O1 0.618 -0.867 -1.400  -0.050
C5 1.919 -0.495 -0.721  -0.333
C6 2.216 0.992 -0.453  -0.108
C7 1.410 1.286 0.964  -0.178
N2 1.271 -0.061 1.573  -0.023
C8 1.951 -1.009 0.633  -0.197
C9 -1.287 -1.313 0.116  0.013
H1 -3.318 -1.786 0.846  0.137
H2 -4.002 0.837 0.519  0.102
H3 -0.510 1.597 -1.477  0.122
H4 2.745 -0.827 -1.413  0.160
H5 1.947 1.587 -1.385  0.124
H6 3.339 0.863 -0.241  0.125
H7 2.103 1.996 1.549  0.114
H8 0.455 1.862 0.694  0.103
H9 0.295 -0.223 1.371  0.050
H10 3.101 -1.006 0.865  0.157
H11 1.523 -1.958 0.678  0.098
H12 -1.025 -2.324 0.388  0.108

## Properties
* gap between HOMO and LUMO: 0.3567 Eh
* charge: 0
* SMILES: c1cncc(O[C@H]2CCNC2)c1
* LUMO: 0.50 eV



<ii>
A single C9H12N2O molecule, computed with wB97M-V/def2-TZVPD.

Last column: Löwdin charge in e.
Geometry (Å):
C1 3.384 -0.365 0.603  -0.025
N1 2.101 0.092 -0.009  -0.209
C2 1.314 -0.954 -0.515  -0.205
C3 -0.039 -1.298 0.074  -0.158
C4 -1.145 -0.332 -0.088  -0.223
C5 -0.900 1.008 0.213  -0.052
C6 -1.939 1.894 0.329  -0.061
C7 -3.209 1.344 0.010  -0.101
C8 -3.431 0.008 -0.237  -0.148
C9 -2.439 -0.831 -0.397  -0.076
N2 2.157 1.216 -0.713  -0.066
O1 2.979 2.117 -0.450  -0.051
H1 3.154 -1.180 1.396  0.125
H2 3.841 0.547 0.914  0.052
H3 4.096 -0.716 -0.160  0.095
H4 1.183 -0.842 -1.610  0.141
H5 1.912 -1.884 -0.264  0.130
H6 -0.345 -2.289 -0.265  0.118
H7 0.144 -1.366 1.126  0.118
H8 0.171 1.268 0.406  0.103
H9 -1.915 2.995 0.462  0.116
H10 -4.097 1.989 0.108  0.102
H11 -4.510 -0.499 -0.383  0.155
H12 -2.467 -1.922 -0.551  0.120

## Properties
* gap between HOMO and LUMO: 0.3386 Eh
* charge: 0
* SMILES: CN(CCc1ccccc1)N=O
* LUMO: 0.43 eV



Energy comparison, zero being the most stable, in kJ/mol: <i> 0.0; <ii> 86.1.